Entry 1:
The following is a DFT calculation (wB97M-V/def2-TZVPD) of one molecule with the formula C5H4O in a non-equilibrium geometry.

Last column: Löwdin charge in e.
Geometry (Å):
1 C -0.89953 -0.69177 0.03492  -0.166
2 C 0.24254 -1.20751 0.02804  -0.023
3 C 1.20153 0.93907 0.13080  -0.094
4 C 1.49973 -0.48187 0.06363  -0.222
5 C -1.79827 0.21085 0.05681  0.015
6 O 0.21578 1.54842 -0.05147  0.108
7 H 1.83077 -0.59106 -1.02489  0.165
8 H 2.27004 -0.73891 0.70309  0.086
9 H -2.04344 0.73712 -0.80299  0.054
10 H -2.51916 0.27566 0.86205  0.078

Summary:
ΔE to the lowest compared entry with this formula, charge and spin, kcal per mole: 98.8
Orbital gap (spin up / spin down), eV: 7.5 / 8.2
E_LUMO (spin up / spin down), Eh: -0.0235 / -0.0057
Max |F|, hartree/bohr: 0.072

***

Entry 2:
The following is a DFT calculation (wB97M-V/def2-TZVPD) of C5H4O2 as an isolated structure in a non-equilibrium geometry.

Last column: Löwdin charge in e.
Geometry (Å):
1 C -0.56921 1.38304 -0.41125  0.113
2 C -1.19640 0.50638 -1.08621  0.066
3 C 0.34653 1.55120 0.66371  -0.412
4 C 0.56668 -0.00957 0.65234  -0.028
5 C -0.51099 -0.64309 -0.36279  -0.431
6 O 0.74804 2.42062 1.32968  0.155
7 O 0.20154 -1.43656 -1.24148  0.015
8 H 1.58450 -0.25141 0.25199  0.140
9 H 0.29855 -0.47319 1.69530  0.155
10 H -1.16750 -1.25004 0.40811  0.173
11 H -0.30176 -1.79739 -1.89941  0.055

Summary:
ΔE to the lowest compared entry with this formula, charge and spin, kcal per mole: 120.0
Orbital gap, eV: 9.4
E_LUMO, Eh: -0.0195
Max |F|, hartree/bohr: 0.075